[1]
Computed, not measured: a structure of composition C22H22F3N2O2PbSe2, with the ωB97M-V functional and the def2-TZVPD basis.

For the energy relative to the best compared isomer or geometry (same formula, charge and spin), the calculation gives 292.73 kJ/mol. The highest occupied orbital energy (spin up / spin down) comes out at -11.092 / -10.395 eV. The net charge is +1. For the LUMO energy (spin up / spin down), the calculation gives -4.840 / -5.116 eV.

Each line ends with the Mulliken charge.
Atoms and positions in Å:
Pb -0.0693 0.3867 0.4480  1.13
O -1.6648 -4.6688 4.1929  -0.52
C -1.8300 -5.1521 2.8364  -0.98
C -1.5628 -4.0578 1.6942  1.81
C -1.8019 -4.7288 0.3221  -1.03
O -3.1986 -4.8952 -0.0622  -0.55
C -0.0583 -3.7359 1.7369  -1.28
Se 0.8851 -2.5381 0.4003  -0.08
C -2.3905 -2.7995 1.8774  -1.44
Se -2.4477 -1.3813 0.3418  -0.16
H -2.2186 -5.2206 4.7826  0.33
H -2.8365 -5.5322 2.7315  0.53
H -1.1610 -6.0321 2.6842  0.34
H -1.4010 -5.7463 0.3649  0.45
H -1.2492 -4.1471 -0.4415  0.40
H -3.4794 -4.0380 -0.4672  0.34
H 0.4939 -4.6688 1.5523  0.46
H 0.2951 -3.3059 2.7406  0.42
H -2.0659 -2.1931 2.7965  0.38
H -3.4576 -2.9961 2.0012  0.49
C -2.4807 4.5111 -0.3030  -0.78
C -1.5342 5.4584 0.0578  -0.32
C -0.3275 5.0604 0.6459  -0.67
C -0.0518 3.6748 0.8668  0.81
N -1.0149 2.7836 0.5083  -0.25
C -2.1337 3.1822 -0.0765  -0.13
C 1.0871 3.0984 1.5720  0.73
C 1.9889 3.9669 2.2746  -0.60
C 3.0796 3.5017 2.9855  -0.67
C 3.3293 2.1214 3.0021  -0.59
C 2.3508 1.2789 2.4478  -0.43
C 1.3271 1.7504 1.7106  -0.08
H -3.4693 4.7836 -0.6497  0.42
H -1.6920 6.5203 -0.1558  0.41
H 0.4347 5.7906 0.9588  0.30
H -2.7732 2.3934 -0.4633  0.38
H 1.8545 5.0665 2.2612  0.18
H 3.7869 4.2130 3.4883  0.34
H 4.1297 1.6200 3.4851  0.45
H 2.4694 0.1994 2.5232  0.37
F 3.0602 -0.5651 -6.3609  -0.22
C 2.1299 0.4012 -6.1654  0.74
F 2.6266 1.5965 -6.5880  -0.23
F 1.0575 0.1020 -6.9623  -0.26
C 1.7033 0.4897 -4.7183  0.35
C 2.4506 0.8872 -3.6289  -0.87
C 1.9521 0.8819 -2.3685  -0.14
N 0.7457 0.4282 -2.0364  -0.10
C -0.0624 0.1363 -3.0634  -0.43
C 0.4068 0.1312 -4.3665  -0.41
H 3.4871 1.2282 -3.7704  0.38
H 2.6489 1.2122 -1.6294  0.49
H -1.0548 -0.2697 -2.8571  0.40
H -0.2933 -0.1839 -5.1570  0.43

[2]
Computed, not measured: a cluster of 2 separate species, C3H11N2O in total, with the ωB97M-V functional and the def2-TZVPD basis.

For the energy relative to the best compared isomer or geometry (same formula, charge and spin), the calculation gives 529.77 kJ/mol. The highest occupied orbital energy comes out at -12.848 eV. The net charge is +1. For the LUMO energy, the calculation gives -4.691 eV.

Each line ends with the Mulliken charge.
Atoms and positions in Å:
C 0.2081 -1.3787 -0.9183  -0.74
C 0.3952 0.9755 -1.3224  -0.65
C -1.8492 -0.0695 -1.2996  -0.06
N 0.7152 0.5733 2.6520  -0.33
N -0.5313 -0.1493 -1.3024  0.14
O 0.1828 -0.2443 1.6700  -0.63
H 1.1669 -1.5701 -1.5327  0.30
H 0.6198 -1.2962 0.1305  0.34
H -0.4804 -2.2216 -0.8884  0.31
H -0.0409 1.9851 -1.8435  0.32
H 0.7441 1.0682 -0.3208  0.16
H 1.2499 0.7036 -2.0444  0.32
H -2.2879 0.7753 -1.8312  0.26
H -2.5466 -0.7910 -0.9321  0.28
H 0.7441 1.5074 2.1272  0.32
H -0.0269 0.6780 3.4961  0.35
H 1.6247 0.4152 3.0657  0.31

[3]
Computed, not measured: a structure of composition C18H34N2O9V, with the ωB97M-V functional and the def2-TZVPD basis.

The highest occupied orbital energy (spin up / spin down) comes out at -5.778 / -6.708 eV. The net charge is 0. Its expectation value of S² is 3.753. For the LUMO energy (spin up / spin down), the calculation gives 0.654 / 0.653 eV. As for the spin multiplicity: 4.

Each line ends with the Mulliken charge.
Atoms and positions in Å:
V 0.1582 0.4547 0.2520  1.70
C 2.0601 3.6973 2.2807  -1.37
C 1.4148 2.4972 1.5828  1.11
O 2.0047 1.8142 0.7111  -0.67
O 0.2359 2.1542 1.7697  -0.67
H 1.3134 4.3380 2.7499  0.32
H 2.5543 4.3280 1.5417  0.35
H 2.8180 3.3503 2.9830  0.34
C -4.3881 -0.3066 0.3963  -1.18
C -3.1018 -0.5702 1.1024  -0.42
O -2.0153 -0.2684 0.3234  -0.38
H -5.2207 -0.3847 1.0954  0.45
H -4.5785 -1.0216 -0.4041  0.20
H -4.5489 0.7048 0.0230  0.20
H -2.9500 -1.6191 1.3571  0.33
H -3.0695 -0.0350 2.0514  0.16
C 0.1730 -1.5600 -4.0269  -1.50
C -0.4773 -1.0806 -2.7823  0.59
O 0.1735 -0.6626 -1.8050  -0.37
N -1.8102 -1.0464 -2.6274  0.23
C -2.8332 -1.4956 -3.6021  -1.19
H 0.0561 -0.8421 -4.8387  0.30
H -0.2359 -2.5386 -4.2785  0.40
H 1.2406 -1.7316 -3.8895  0.31
H -2.2148 -0.7936 -1.7371  -0.03
H -2.7623 -2.5735 -3.7480  0.34
H -2.6822 -0.9345 -4.5244  0.36
H -3.8106 -1.2554 -3.1839  0.34
C 0.1840 4.1552 -2.1387  -1.14
C -0.8167 3.0017 -1.9008  0.70
O -0.5193 2.0033 -1.2735  -0.70
N -2.0562 3.1964 -2.4134  -0.21
C -3.0872 2.1243 -2.3349  -0.38
H -0.3594 4.9744 -2.6095  0.41
H 0.9876 3.9016 -2.8301  0.26
H 0.5014 4.4208 -1.1303  0.22
H -2.2448 4.0889 -2.8469  0.20
H -2.7312 1.3166 -1.6953  -0.14
H -3.1555 1.8079 -3.3757  0.26
H -4.0096 2.6061 -2.0106  0.35
O 0.3899 -0.7202 2.1245  -0.36
C 0.3378 -0.8195 3.3172  0.18
O 1.3377 -1.4488 4.0036  -0.34
C 1.0597 -1.5619 5.3783  -0.47
C -0.1407 -0.6404 5.5994  -0.62
C -0.7653 -0.3319 4.2289  -0.10
H 1.9413 -1.3861 5.9947  0.31
H 0.8147 -2.6177 5.4939  0.26
H 0.2590 0.3103 5.9525  0.27
H -0.8093 -0.9978 6.3826  0.36
H -0.9407 0.7203 4.0054  0.17
H -1.5795 -0.9255 3.8133  0.20
O 1.9083 -1.1353 0.1353  -0.17
C 2.8856 -1.8080 -0.1266  0.16
O 3.8758 -2.0181 0.7302  -0.42
C 4.9811 -2.7923 0.1222  -0.39
C 4.6685 -2.7397 -1.3353  -0.72
C 3.1629 -2.4673 -1.4493  0.22
H 5.0184 -3.8348 0.4384  0.27
H 5.8947 -2.2433 0.3503  0.32
H 4.9369 -3.6315 -1.9016  0.35
H 5.2693 -1.9498 -1.7860  0.30
H 2.5379 -3.3602 -1.4593  0.31
H 2.7595 -1.8161 -2.2247  -0.17

> Number 2 is which compound?

C3H11N2O